*i*
15
Properties=species:S:1:pos:R:3:lowdin_charge:R:1 method="wB97M-V/def2-TZVPD" homo_lumo_gap_ev=8.8 lumo_energy_ha=0.0240 e_homo_ev=-8.1808
N 1.6585 -0.4629 -2.4806 0.133
C 0.7657 -0.3405 -1.4457 -0.386
C 0.8424 0.1730 -0.1822 0.029
C -0.4318 -0.1184 0.4252 -0.180
C -1.1603 -0.8033 -0.5037 -0.051
O -0.4348 -0.9320 -1.6418 0.059
C -0.8477 0.1806 1.7973 -0.413
N -0.7049 -0.5837 2.7961 0.148
H 1.2686 -0.3195 -3.4055 0.104
H 2.5285 0.0364 -2.3487 0.102
H 1.6652 0.7368 0.2452 0.119
H -2.1466 -1.2569 -0.5098 0.137
O -1.1625 1.5189 2.1634 0.010
H -0.9290 2.1237 1.4496 0.093
H -0.9114 0.0479 3.6411 0.097

---

*ii*
15
Properties=species:S:1:pos:R:3:lowdin_charge:R:1 method="wB97M-V/def2-TZVPD" homo_lumo_gap_ev=9.4 lumo_energy_ha=-0.0154 smiles="N#CC1=CCNC1=O.O" e_homo_ev=-9.7814
O -2.7644 -1.5477 0.0493 0.063
C -2.8584 -2.5862 -0.5990 -0.419
N -3.9844 -3.1396 -1.0862 0.087
C -3.7958 -4.4850 -1.5671 -0.159
C -2.3361 -4.7084 -1.3608 0.033
C -1.7758 -3.5960 -0.8487 -0.115
C -0.4310 -3.4238 -0.3663 -0.117
N 0.4676 -3.6111 0.3713 0.177
H -4.8524 -2.6273 -1.1703 0.165
H -4.3956 -5.2149 -1.0002 0.137
H -4.0688 -4.5860 -2.6297 0.136
H -1.8622 -5.6790 -1.4941 0.134
O -0.1940 -0.9076 0.6692 -0.155
H -1.1555 -1.0842 0.6801 -0.022
H 0.3537 -1.7133 1.0657 0.056

---

*iii*
15
Properties=species:S:1:pos:R:3:lowdin_charge:R:1 method="wB97M-V/def2-TZVPD" homo_lumo_gap_ev=8.7 lumo_energy_ha=0.0097 e_homo_ev=-8.4712
C 0.8894 1.4438 -0.1731 -0.096
C 0.8018 0.3008 -0.9902 -0.082
C -0.5608 0.0379 0.7879 -0.336
C 1.3500 -0.8220 -2.8832 -0.527
C -1.4800 -0.5133 1.8391 -0.008
N 0.0335 1.2332 0.8664 0.054
N 0.0278 -0.5127 -0.2841 0.074
O 0.6748 -1.7993 -2.7865 0.077
O 2.2164 -0.1718 -3.3560 0.102
H 1.5101 2.4086 -0.1963 0.128
H -2.0353 -1.2912 1.2508 0.094
H -0.9202 -1.0560 2.7548 0.135
H -2.1044 0.3062 2.1192 0.060
H -0.3563 1.8832 1.6227 0.200
H -0.0469 -1.4475 -0.5717 0.125

---

*iv*
15
Properties=species:S:1:pos:R:3:lowdin_charge:R:1 method="wB97M-V/def2-TZVPD" homo_lumo_gap_ev=8.9 lumo_energy_ha=0.0179 smiles="N#COCC=C=C(N)O" e_homo_ev=-8.3990
C 0.0258 -1.4830 0.0941 -0.082
C -0.8439 -0.5197 0.0224 0.026
C 2.4098 0.8483 -0.0434 -0.387
C -1.5890 0.5617 -0.0395 -0.440
C 1.5257 -1.3001 0.2441 -0.143
N 2.7571 1.8508 0.3897 0.156
N -1.9984 1.1688 -1.2132 0.127
O -2.1707 1.1301 1.0643 0.065
O 2.0345 -0.2383 -0.5803 0.009
H -0.2825 -2.5219 0.0478 0.097
H 1.7871 -1.1124 1.2925 0.134
H 2.0396 -2.2050 -0.0937 0.124
H -1.9541 0.6130 1.8464 0.114
H -2.3975 2.0811 -1.0555 0.098
H -1.3435 1.1267 -1.9757 0.101

---

*ii* wins, 0.051 eV ahead of the next structure.